Below is C4H7NO in the gas phase, with properties calculated with ωB97M-V with the def2-TZVPD basis set.

Last column: Mulliken charge in e.
CARTESIAN COORDINATES (ANGSTROEM)
O1 1.388 1.458 -0.326  -0.57
C1 1.025 0.105 -0.190  0.06
C2 0.385 -0.644 1.058  -0.45
N1 -0.780 -1.080 0.243  -0.49
C3 -1.402 0.177 -0.141  -0.24
C4 -0.233 -0.311 -0.914  -0.34
H1 0.617 1.949 -0.644  0.35
H2 1.927 -0.465 -0.398  0.33
H3 0.096 -0.126 1.979  0.29
H4 0.983 -1.523 1.322  0.29
H5 -1.284 1.020 0.542  0.20
H6 -2.388 0.072 -0.580  0.26
H7 -0.334 -0.632 -1.949  0.32

Summary:
HOMO energy = -0.34986 hartree
Structure (SMILES) = O[C@H]1CN2C[C@@H]12
2S+1 = 1
Orbital gap = 0.384 Ha

***

Below is a molecular structure, C23H28BrF6N4O4S2SeW in a non-equilibrium geometry, with properties calculated with ωB97M-V with the def2-TZVPD basis set.

Last column: Löwdin spin population.
CARTESIAN COORDINATES (ANGSTROEM)
W1 -0.548 -0.243 0.254  1.91
F1 -2.898 -3.599 0.117  0.00
C1 -2.431 -3.834 -1.121  0.00
F2 -1.746 -4.941 -1.124  0.00
F3 -3.414 -3.846 -1.970  0.00
S1 -1.330 -2.293 -1.306  0.01
O1 -0.354 -2.365 -0.180  0.05
O2 -2.188 -1.170 -0.913  0.03
N1 -0.633 -2.157 -2.668  0.00
S2 0.408 -0.955 -2.802  0.01
O3 0.013 0.041 -1.778  0.04
O4 0.722 -0.503 -4.077  0.00
C2 1.939 -1.682 -1.901  0.00
F4 1.922 -1.053 -0.659  0.01
F5 1.772 -2.965 -1.653  0.00
F6 3.083 -1.443 -2.462  0.00
C3 3.622 0.608 4.047  0.00
C4 2.669 1.157 3.060  0.00
C5 2.481 2.540 2.906  0.02
C6 1.536 3.030 2.008  0.00
C7 0.823 2.099 1.292  0.03
Br1 -0.723 2.399 0.109  0.00
N2 0.987 0.759 1.376  0.02
C8 1.911 0.309 2.253  0.02
H1 4.637 0.922 3.801  0.00
H2 3.592 -0.476 4.081  0.00
H3 3.422 0.994 5.046  0.00
H4 3.054 3.234 3.507  0.00
H5 1.346 4.086 1.893  0.00
H6 2.013 -0.771 2.310  0.00
C9 -0.747 -2.849 6.232  0.00
C10 0.235 -3.537 5.297  0.00
C11 0.293 -2.901 3.904  0.00
C12 -0.734 -3.432 2.889  0.00
N3 -2.106 -3.049 3.133  0.00
C13 -2.665 -1.861 2.832  0.02
Se1 -1.704 -0.252 2.303  -0.14
N4 -3.972 -1.868 3.139  0.00
C14 -4.907 -0.783 2.946  0.00
C15 -5.299 -0.057 4.239  0.00
C16 -4.219 0.863 4.805  0.00
C17 -3.195 0.178 5.692  0.00
C18 -4.292 -3.120 3.616  -0.01
C19 -5.505 -3.671 4.022  0.00
C20 -5.487 -4.988 4.432  -0.01
C21 -4.308 -5.743 4.424  0.00
C22 -3.099 -5.210 4.019  0.00
C23 -3.101 -3.878 3.616  -0.01
H7 -0.676 -3.281 7.225  0.00
H8 -1.772 -2.959 5.888  0.00
H9 -0.518 -1.789 6.315  0.00
H10 0.006 -4.600 5.211  0.00
H11 1.229 -3.470 5.743  0.00
H12 1.268 -3.123 3.465  0.00
H13 0.185 -1.814 4.000  0.00
H14 -0.702 -4.523 2.879  0.00
H15 -0.453 -3.068 1.889  0.00
H16 -5.804 -1.201 2.482  0.00
H17 -4.454 -0.065 2.255  0.00
H18 -5.600 -0.781 4.996  0.00
H19 -6.169 0.551 3.985  0.00
H20 -4.726 1.622 5.407  0.00
H21 -3.711 1.387 3.987  0.00
H22 -3.681 -0.471 6.416  0.00
H23 -2.623 0.920 6.240  0.00
H24 -2.490 -0.411 5.097  0.00
H25 -6.418 -3.100 4.023  0.00
H26 -6.405 -5.448 4.764  0.00
H27 -4.342 -6.773 4.740  0.00
H28 -2.208 -5.816 4.034  0.00

Summary:
HOMO energy (alpha / beta) = -0.62194 / -0.62240 hartree
2S+1 = 3
Net charge = +3
Orbital gap (alpha / beta) = 0.189 / 0.211 Ha